{"formula": "C67H139N7O11", "method": "the ωB97M-V functional and the def2-TZVPD basis", "total_charge": -1, "homo_ev": [-4.14, -4.14], "spin_multiplicity": 2, "lumo_energy_ev": [1.99, -0.80], "e_tot_ha": -3846.67125, "s2": 0.76, "symbols": ["C", "H", "H", "H", "H", "H", "H", "H", "C", "H", "C", "H", "C", "H", "C", "C", "C", "C", "C", "C", "H", "C", "C", "O", "H", "H", "H", "H", "O", "C", "H", "H", "H", "C", "H", "C", "C", "H", "H", "H", "H", "C", "H", "H", "H", "H", "H", "O", "H", "C", "H", "C", "H", "C", "H", "C", "H", "H", "H", "H", "H", "C", "N", "C", "H", "C", "H", "H", "H", "C", "C", "H", "C", "H", "C", "H", "H", "C", "H", "H", "H", "H", "N", "H", "H", "H", "H", "C", "H", "O", "H", "H", "H", "C", "C", "C", "C", "H", "C", "H", "C", "H", "C", "H", "C", "H", "H", "H", "C", "C", "H", "H", "H", "H", "C", "C", "H", "O", "H", "H", "H", "C", "C", "H", "H", "O", "H", "C", "H", "H", "H", "H", "H", "H", "C", "O", "H", "C", "H", "N", "C", "C", "H", "C", "H", "H", "H", "C", "H", "H", "H", "H", "H", "H", "H", "H", "C", "O", "H", "H", "H", "H", "H", "H", "H", "H", "H", "H", "C", "H", "H", "C", "H", "H", "H", "H", "H", "C", "O", "H", "H", "H", "H", "C", "H", "N", "H", "H", "C", "C", "H", "N", "H", "H", "C", "H", "H", "O", "N", "C", "H", "H", "H", "H", "O", "C", "H", "C", "C", "H", "H", "H", "H", "C", "N", "C", "C", "H", "H", "H", "H", "C", "H", "H"], "positions_angstrom": [[0.3414, 0.3399, 0.1027], [0.3435, -7.6133, 2.3632], [-0.4701, -4.8304, -8.1902], [-4.8663, 2.7341, -5.2944], [1.9368, -4.2641, 3.4234], [-0.6424, 0.8091, 0.1090], [5.0799, 0.5309, 5.7523], [-1.4094, 8.2137, 1.9285], [-2.5478, 0.6072, 5.3006], [-0.0165, 7.9946, 0.9763], [-1.1662, 1.9349, -3.1621], [-3.9095, -0.6206, -1.6676], [1.7218, -2.1213, -5.5683], [-0.1315, 5.3044, 5.1564], [2.0356, 3.3464, 2.0047], [-0.0213, 6.5803, 2.5752], [1.6892, -5.3183, 3.5479], [-3.7549, -1.5607, -2.1970], [1.4218, -7.6764, 2.5096], [5.5118, 1.9116, 4.3050], [3.8476, -5.3148, -0.5086], [-4.1811, 3.5569, 0.5102], [-6.1446, -1.4664, -2.2069], [-0.8989, 4.5147, -4.2082], [0.8252, 3.2382, 4.2934], [-4.0151, 6.8959, -4.1343], [1.7881, -5.6412, -1.6176], [-3.7069, 1.3379, 3.5507], [0.5064, -3.8724, -4.5422], [1.5645, -3.1978, 0.8490], [-3.6894, 2.1535, -2.5967], [3.5076, -0.0250, 3.7257], [1.6731, -7.9904, 3.5227], [1.3363, 0.8354, -0.9205], [0.5930, -4.3925, -1.4388], [-0.6053, 4.8234, 4.3006], [2.0468, -4.5704, 0.2816], [-4.9275, 4.5948, -2.9391], [-1.3910, 4.2389, 4.7794], [-3.5928, -1.3383, -3.2517], [-3.3584, -1.3565, 4.8514], [-4.7770, 2.8291, -4.2122], [-2.2014, 1.9998, 3.6405], [-1.3369, 6.8674, 0.7203], [2.5770, -0.6170, -4.2120], [0.5080, -3.1322, 1.1090], [-2.0295, -4.2765, -5.9454], [1.6694, 2.0266, -0.8712], [3.4762, 5.3414, 3.2154], [-2.4362, -2.1742, -1.6959], [-2.9961, 6.3573, -2.8492], [-0.3275, -0.6504, 4.7625], [3.6313, -1.7702, 1.7325], [1.6474, -4.6157, -1.2761], [1.7823, -1.0744, 4.4645], [-3.5372, 2.0611, -3.6721], [-2.1495, 0.9062, -5.6638], [3.5912, -7.1575, 1.2047], [-5.4227, -3.1010, -4.0505], [-0.0346, -0.8300, 2.5907], [6.5363, -1.8457, 3.2660], [3.4466, -6.4125, 1.9871], [5.5232, 1.0085, 1.9204], [4.1627, -5.1324, 1.5482], [-3.1149, -4.7645, -1.5064], [-3.2334, 4.9322, -4.4804], [-2.3776, 6.9164, -4.4620], [2.1250, -5.7367, 4.4552], [-2.4417, 5.2866, -6.5349], [0.3593, 3.8871, 3.5519], [-1.1906, 5.8012, 3.2679], [3.9436, -3.6421, -0.0161], [-3.9021, -3.6387, 1.6047], [2.2893, 6.9119, 1.9453], [6.0218, 3.4410, 2.2441], [3.1269, -3.6913, -5.0293], [-2.4907, 2.5022, -6.4048], [-3.8018, -3.4682, 0.0411], [1.2759, -4.7549, -7.6005], [-1.5168, -2.3961, 4.1245], [-5.5832, -4.4564, -3.0377], [-3.7269, 2.4676, 5.5350], [-1.2157, 0.1316, 5.6932], [-0.5381, 0.5469, 7.3713], [-5.5073, 4.7483, -4.4944], [0.8469, 7.1863, 4.4904], [2.4759, 2.5940, 2.6589], [6.2337, -1.4699, 2.2886], [5.1931, -5.4107, 1.3271], [-1.1119, -0.1544, 7.0541], [0.9801, -0.7438, -8.7670], [-0.2789, 3.1900, 3.0088], [2.0918, -2.9075, 1.7578], [2.9768, -2.9499, -5.8141], [-1.9905, 0.0159, 2.9188], [-0.2803, -3.2592, -6.8259], [1.1036, -1.5229, -8.0148], [-0.0114, 0.7848, 3.1047], [-2.7675, 4.0799, 0.0386], [-0.9581, 2.2516, -5.9556], [-3.3775, -4.8084, -0.4494], [-2.5101, -3.1662, -7.2249], [-3.3556, 4.9984, -6.0154], [-1.1477, 0.8451, -3.1693], [-5.0036, -3.5395, -3.1448], [-0.8457, -2.5859, 5.7617], [3.8366, -2.3088, -6.0082], [1.8050, -8.4051, 1.7952], [-4.6412, 4.3539, -3.9629], [5.5101, 0.4891, 4.7517], [-0.1209, 2.1962, -3.3273], [-0.5590, -2.6338, -8.8264], [0.7649, 0.5756, 1.0790], [-0.7381, 4.3633, -5.1425], [3.9173, -0.7393, 1.5239], [-0.6791, -2.1496, 4.7769], [4.6957, -1.3612, 4.1587], [0.0371, -5.8400, 0.7976], [1.2262, -0.0449, -6.3537], [-0.4736, 8.1843, 3.9836], [-0.0428, -6.3677, -0.0004], [5.1504, -0.3627, 2.3823], [1.8504, -1.4295, -4.2020], [0.0861, -3.2939, -3.9017], [2.3274, 5.7776, 4.5134], [1.9946, 6.3018, 1.2652], [-2.9681, -4.0788, 1.9539], [7.6503, 1.7760, 2.9745], [-2.0719, -2.5274, -5.6922], [4.2242, -4.3379, 2.2919], [0.6084, -5.3635, 3.6820], [6.7880, 3.6797, 1.5066], [6.9422, 0.6013, 0.7959], [-2.5768, -5.2577, 0.1380], [-3.1156, 6.3145, -3.9317], [6.0680, 0.9593, 0.6246], [-2.0436, 0.3020, 1.8683], [1.6767, -0.9925, -6.6490], [2.8039, 3.6810, 1.3077], [-5.0519, -2.9087, -0.6075], [6.1474, 2.0430, 2.8310], [0.2186, -4.6213, -7.3717], [-4.7365, -4.3133, 1.7965], [-5.0280, -2.4854, -1.9834], [-7.1431, -1.8781, -2.0604], [-6.6523, -2.9605, 0.3510], [-6.1508, -0.9295, -3.1556], [-0.4906, -0.1686, 3.3273], [-4.2532, 2.4734, 0.4155], [-4.6013, -0.1466, 5.0231], [8.0630, 2.2421, 3.8693], [-3.2565, 1.5625, 6.8950], [-5.0134, 4.0223, -0.0177], [-6.0148, -0.6286, -1.5219], [1.1969, 8.2831, 3.3794], [1.4167, 0.6597, 4.9513], [2.5868, 5.0304, 3.7635], [-2.7317, 5.1259, -0.7364], [4.1811, -0.7613, 0.4666], [2.9733, 4.1264, 4.2341], [2.7983, -3.5201, -6.7258], [-3.6691, 4.0253, -6.3936], [6.1133, 2.5875, 4.9129], [4.4893, 2.2686, 4.4284], [-4.2996, -2.7939, 2.1673], [0.9354, -0.9201, -3.8997], [0.0259, -5.3549, -6.5888], [0.0311, -0.7026, 0.0326], [4.5476, -0.3430, 3.7990], [1.4577, -0.5742, 6.0908], [-1.0756, -1.4147, -7.7033], [-1.9559, 1.9777, -5.6130], [-3.6812, 1.0020, -3.8860], [6.1972, 4.1609, 3.0436], [5.9040, -2.3500, 1.7366], [-1.9790, 2.6242, 5.9933], [2.7171, -0.7551, -6.8709], [-0.7979, 7.4288, 1.4835], [-6.1971, -3.5676, -0.2371], [-5.6836, 2.4294, -3.7579], [3.1436, 0.0230, 1.6157], [6.5354, 0.1215, 4.7943], [-1.4861, 2.0606, -2.1277], [3.5208, -4.6094, 0.2554], [-3.7458, -0.7518, 6.4733], [0.4453, -2.9550, -5.5842], [3.9257, -6.7728, 2.8975], [7.7109, 0.7129, 3.2073], [1.1669, -0.3961, 5.0555], [1.9613, -6.1999, 2.2768], [7.2001, -1.1504, 1.8986], [1.4426, -5.7477, 0.9422], [-1.6032, -1.4725, -1.7367], [-4.2427, -5.4684, -0.3866], [-2.6846, 1.0317, 3.7724], [1.8235, -2.3928, 0.1613], [2.1056, -2.1376, -3.4136], [1.8917, 0.0211, -1.7051], [1.0074, 5.6344, 2.0191], [-2.6127, -2.4651, -0.1745], [-1.6975, -2.8976, 0.2297], [2.0812, -3.8273, -1.8913], [-2.3591, -0.9992, 2.7713], [-3.9875, -3.8159, -3.4264], [-1.7549, 3.4906, 0.2681], [-0.2815, -2.1357, -7.8974], [-1.8319, 5.2265, 2.5996], [-3.6421, -0.4738, 5.4244], [-2.8560, 1.9773, 5.9700], [-1.7910, 6.4322, 3.9232], [-2.1996, -3.1028, -2.2154], [-2.7659, -1.5173, 0.3415], [1.7653, -2.3142, -8.3671], [1.5057, 4.5233, 2.7977], [-2.1341, 3.9711, -4.0218], [-2.2010, 2.5254, -4.1767], [0.3710, 7.6086, 3.6053], [-4.3076, 3.7675, 1.5722], [-4.1689, 5.6753, -6.2768], [5.0348, 3.5178, 1.7880], [0.1516, -2.7207, 4.3621], [-1.8098, -3.3117, -6.4024], [1.2870, 2.8610, 1.3786], [8.2248, 2.0326, 2.0845]], "forces_ev_per_angstrom": [[-1.062, -0.285, 0.551], [-0.087, -0.321, 0.360], [0.437, -0.531, -0.414], [-0.086, -0.422, -0.110], [0.285, -0.177, -0.016], [0.100, 0.862, -0.335], [0.182, -0.550, 0.288], [-0.283, -0.430, 0.302], [-0.911, 1.142, -2.558], [0.016, 0.054, -0.447], [-0.051, -0.864, -0.348], [-0.042, 0.046, 0.010], [-0.751, 0.772, 0.089], [0.265, 0.435, -0.188], [0.695, 0.462, -1.299], [-2.700, -0.224, -0.716], [-0.847, -0.530, -1.187], [0.843, -1.019, 0.367], [-0.486, 1.617, -0.039], [0.561, 0.841, -1.995], [-0.072, -0.047, -0.286], [0.764, 0.809, -0.134], [-0.938, 0.370, 0.379], [0.829, 0.252, -0.552], [0.201, -0.171, 0.162], [-0.486, -0.362, -0.116], [0.447, 0.142, -0.356], [-0.312, -0.895, 0.036], [-0.722, -0.591, -0.222], [0.391, -0.091, 0.230], [0.780, 0.063, 0.287], [0.305, 0.181, 0.622], [-0.113, -0.054, 0.006], [1.611, 0.037, -1.209], [-0.400, -0.161, 0.420], [0.385, -0.588, -0.653], [-2.773, 1.639, -1.541], [0.872, 0.055, 0.412], [-0.201, -0.152, -0.239], [-0.568, 0.038, -0.183], [0.098, 0.039, 0.105], [1.280, 0.514, -0.175], [0.703, 0.015, -0.063], [0.019, -0.214, 0.293], [0.281, -0.259, -0.003], [-0.160, -0.310, -0.354], [-0.145, -0.040, 0.148], [-0.664, 1.034, 0.667], [-0.125, 0.460, -0.256], [-0.602, 0.172, 1.712], [0.419, -0.151, -0.138], [-0.213, -0.217, 0.500], [-0.369, 0.265, 0.391], [-1.125, 0.033, 1.393], [-0.036, 0.341, -0.261], [-2.452, 0.154, -0.143], [0.299, 0.065, -0.074], [-0.213, -0.048, -0.002], [0.001, 0.360, 0.012], [0.094, -0.453, 0.372], [-0.256, 0.044, 0.329], [0.617, 1.269, 0.742], [-1.062, 0.522, 1.380], [0.073, -0.039, -0.482], [0.238, -0.194, 0.059], [-1.395, -2.284, -0.008], [0.579, -0.217, 0.344], [0.280, -0.003, -0.171], [0.083, 0.147, 0.113], [-1.096, -0.077, 2.168], [1.184, -1.018, 1.611], [-0.227, 0.112, -0.053], [-1.904, -0.119, -1.107], [0.985, 0.612, -0.237], [-0.588, -0.179, 0.047], [0.233, 0.247, 0.136], [-0.849, -0.265, 0.292], [0.849, 1.688, 1.450], [-0.131, 0.603, -0.384], [-0.195, 0.192, 0.178], [-0.010, 0.004, 0.646], [0.208, 0.053, -0.415], [0.553, 1.409, -2.490], [0.052, 0.065, 0.231], [0.341, 0.713, -0.531], [-0.459, -0.594, 0.265], [0.045, 0.030, 0.195], [0.569, 0.169, 0.327], [0.204, 0.158, -0.006], [-0.087, -0.592, 0.049], [0.728, 0.211, -0.048], [0.294, 0.275, -0.843], [0.067, -0.365, 0.188], [-0.579, -0.666, -0.722], [1.027, -0.666, -1.701], [-1.040, -0.558, 1.227], [-0.518, 0.404, 0.701], [0.195, 0.224, 0.621], [-2.583, -1.315, 0.058], [0.600, -0.675, 0.413], [-0.695, -1.074, -1.016], [0.196, -0.243, -0.387], [-0.377, -0.414, 0.087], [-0.204, -0.397, -0.737], [-0.164, 0.035, -0.068], [-0.152, 0.350, 0.169], [0.116, -0.136, 0.460], [0.210, 0.265, -0.074], [0.141, -1.065, -0.370], [-1.596, 0.011, -0.078], [-0.200, 0.474, 0.193], [-0.001, -0.005, -0.142], [0.024, -0.267, 0.080], [0.728, 0.227, -0.529], [1.296, -0.271, -0.976], [0.632, -0.499, -0.063], [-0.939, -0.197, -0.035], [0.111, 0.730, 0.365], [-0.441, -0.291, 0.323], [0.029, 0.055, -0.365], [-0.152, -0.114, -0.081], [-1.246, 0.236, -0.552], [-0.408, -0.077, -0.143], [-0.063, -0.563, 0.881], [-0.233, -0.124, -0.120], [-0.449, 0.067, 0.868], [-0.142, 0.362, 0.243], [-0.247, -1.031, 0.795], [0.477, 0.063, 0.110], [-0.290, -0.142, 0.387], [-0.175, 0.159, 0.180], [-0.113, -0.374, -0.234], [0.611, -0.221, -0.506], [0.117, 0.216, -0.088], [0.320, 1.167, 0.245], [0.133, 0.316, 0.782], [0.428, 0.558, -0.179], [-0.235, -1.111, -1.430], [0.124, -0.151, -0.057], [2.631, 0.881, 1.171], [0.169, -0.792, 0.088], [-1.442, 0.114, 0.369], [0.235, -0.781, -0.030], [1.107, 1.285, -1.795], [-0.060, -0.107, -0.002], [-0.051, 0.093, 0.072], [0.326, -0.621, -0.465], [-1.859, 1.139, -0.893], [0.369, 0.053, -0.284], [-0.037, 0.201, 0.197], [0.129, 0.475, -0.199], [0.480, 1.207, 1.102], [0.128, 0.075, -0.128], [-0.091, -0.211, 0.523], [-0.214, 0.476, -0.952], [0.000, 0.004, -0.687], [0.923, -1.219, -0.009], [-0.024, 0.191, 0.213], [0.057, 0.167, -0.160], [-0.052, 0.057, 0.657], [0.276, -0.126, -0.198], [0.117, 0.093, -0.093], [0.181, -0.145, 0.234], [-0.155, 0.285, -0.710], [0.888, 0.700, -0.140], [-0.194, -0.132, -0.057], [-0.109, -0.106, 0.044], [0.721, -0.408, -0.028], [2.987, 0.556, 0.664], [-0.260, -0.467, 0.291], [0.231, 0.233, 0.289], [0.339, 1.034, -0.090], [0.206, -0.123, -0.091], [-0.388, 0.161, 0.126], [-0.068, 0.172, -0.233], [-0.198, -0.215, 0.350], [0.085, 0.200, 0.189], [2.004, -0.081, -0.379], [-0.987, -1.189, -0.071], [-0.061, 0.040, -0.003], [-0.164, -0.291, 0.204], [-0.205, -0.523, 0.007], [0.235, 0.960, -0.033], [1.930, -1.045, 0.715], [-0.209, -0.218, 0.062], [1.766, 3.965, -1.446], [0.019, -0.224, 0.132], [0.603, -0.199, -0.311], [-0.385, -0.172, 1.296], [0.235, -1.460, -0.909], [-0.120, 0.177, -0.539], [1.324, -0.624, 0.440], [0.061, 0.041, -0.613], [-0.058, -0.268, 0.032], [1.625, -0.540, 1.120], [-0.234, -0.001, -0.300], [0.139, 0.167, 0.005], [-0.775, -1.138, 0.171], [-2.738, 0.316, -1.125], [-0.726, -0.435, -1.346], [-0.012, -0.217, 0.079], [0.838, -0.326, 0.241], [-0.932, -0.060, 0.939], [0.087, -0.126, 0.245], [1.171, -0.087, 0.299], [1.080, -0.733, 1.048], [0.160, 0.196, -0.332], [0.311, 0.202, 0.877], [-0.969, -2.262, 1.056], [-0.282, 0.706, -0.789], [0.187, 0.130, -0.183], [-0.267, 0.005, 0.085], [0.187, 0.158, -0.280], [-0.345, 0.317, 0.880], [-2.897, 1.342, 1.163], [0.773, -0.392, 0.740], [1.940, 0.346, 1.556], [0.167, 0.186, 0.049], [0.170, 0.298, -0.085], [0.016, 0.471, 0.102], [0.200, 0.000, -0.113], [0.485, -0.951, -0.110], [-0.073, 0.233, -0.022], [-0.020, -0.055, 0.097]], "mulliken_charge": [2.383, 0.390, 0.460, 0.359, -0.079, -0.223, 0.559, 0.353, 1.434, 0.459, -1.387, 0.115, 2.296, 0.377, -0.851, 1.549, -1.371, -0.837, -1.940, -0.174, 0.626, -1.308, -2.003, -0.467, 0.162, 0.403, 0.681, 0.824, -0.452, -0.449, 0.010, -0.583, 0.424, 0.081, 0.226, -0.671, 2.123, 0.284, -0.132, 0.368, 0.173, -1.197, -0.536, 0.065, 0.598, -0.057, 0.407, -0.723, 0.552, -0.380, 0.145, 2.406, -0.512, -2.339, -0.208, -0.458, 0.280, 0.366, 0.463, 0.204, 0.497, -1.531, 0.788, -0.327, 0.382, 1.690, 0.370, 0.432, 0.322, 0.058, -0.951, 0.331, -1.919, 0.401, -1.479, 0.186, 0.180, 2.047, 0.296, 0.024, 0.287, 0.307, 0.992, 0.329, 0.473, 0.425, -0.339, -1.832, 0.506, -0.591, 0.419, -0.633, -0.489, -1.902, 0.259, 1.140, -0.944, -0.802, 0.813, 0.511, -1.834, 0.418, -1.876, 0.142, -1.709, 0.333, 0.401, 0.397, -1.124, -1.364, 0.695, 0.469, -1.020, 0.364, -0.875, -1.261, 0.724, -0.244, 0.263, 0.446, 0.370, 2.116, -2.405, 0.219, 0.188, -0.505, 0.291, -2.067, 0.381, 0.010, 0.454, 0.359, 0.372, 0.263, -1.676, -0.427, 0.038, -0.980, 0.633, 0.762, 1.643, -1.708, 0.568, 1.728, 0.394, 0.334, 0.373, 0.107, 0.238, 0.385, 0.390, 0.519, 0.434, 0.434, 0.390, 0.193, -1.844, -0.317, 0.649, 0.165, 0.518, 0.388, 0.596, -0.541, 0.287, 0.378, 0.372, -0.267, -0.767, 0.597, 0.407, -1.843, 0.085, 0.371, 0.251, 0.315, 0.502, -1.606, -0.581, 0.463, -0.554, 0.310, -0.394, -1.543, 0.437, 0.985, 0.520, 0.464, -1.370, 1.504, 0.319, 0.149, 0.210, 0.392, -0.751, 0.531, -0.131, -0.636, 0.435, -0.366, -0.281, 0.204, -0.478, 0.239, -0.459, -1.024, -0.414, -1.637, -1.814, 0.644, -0.012, -0.004, 0.350, 2.461, 0.763, 2.049, -1.897, 0.375, 0.442, 0.164, -0.052, -1.942, -0.333, 0.414]}